DFT (ωB97M-V with the def2-TZVPD basis set) results for one molecule with the formula C22H21N3O2 at a distorted geometry.

Atoms and positions in Å:
1 O 0.10999 4.44396 2.15438
2 O 0.14628 1.10286 1.19045
3 N 2.49990 -0.81331 -1.09677
4 N -4.77937 0.69146 -0.54965
5 N 0.56325 -2.57304 -2.16052
6 C -0.60839 2.27177 1.36157
7 C -1.89921 2.48158 1.01359
8 C -2.13187 -0.93245 1.29792
9 C -4.52938 -1.65916 -0.12396
10 C 0.27300 3.29152 1.75636
11 C -2.88810 0.09211 0.61250
12 C -4.01946 -0.35766 -0.09080
13 C 2.91675 -2.12249 -1.64565
14 C 1.34724 -0.28017 -1.89375
15 C -4.19680 1.93855 -0.04022
16 C 1.50965 1.50800 1.29252
17 C 1.79361 -3.14701 -1.51881
18 C -2.59922 -2.25352 1.18205
19 C -3.70615 -2.54249 0.48207
20 C 3.88098 1.49503 0.59802
21 C 4.00120 2.71143 1.26569
22 C 2.86777 3.36757 1.88632
23 C 2.69579 0.79285 0.84425
24 C 2.48065 -0.61179 0.40060
25 C 1.57533 2.79756 1.66215
26 C -2.97874 1.54180 0.62756
27 C 0.09962 -1.27341 -1.77341
28 H 3.73406 -2.56298 -1.03896
29 H -3.93968 -3.59337 0.34963
30 H -5.36768 -1.89573 -0.78166
31 H 1.62463 -0.26185 -2.93056
32 H 3.21953 -1.26935 0.81428
33 H 1.46306 -3.25148 -0.46685
34 H -1.16309 -0.79813 1.80165
35 H -2.27680 3.49665 1.17287
36 H 2.09766 -4.12103 -1.82570
37 H 3.31151 -1.88637 -2.63328
38 H 1.54075 -0.83762 0.76415
39 H -0.25162 -1.34780 -0.74714
40 H -4.48298 2.94394 -0.29073
41 H 4.75970 1.14173 0.04051
42 H -1.93821 -3.01875 1.76020
43 H 3.07037 4.36585 2.36379
44 H 4.94933 3.27407 1.31701
45 H 1.05083 0.74718 -1.54139
46 H 0.38488 -2.82861 -3.16759
47 H -5.48602 0.60067 -1.26743
48 H -0.72452 -0.85861 -2.42724

Results
HOMO   -7.323 eV
Energy relative to the best compared isomer or geometry (same formula, charge and spin)   121.1 kcal per mole
SMILES string   O=C1/C(=C/c2c[nH]c3ccccc23)Oc2c(CN3CCNCC3)cccc21
2S+1   1
Total energy   -1165.5529 hartree
Frontier orbital gap   0.2466 Eh